{
  "formula": "C9H14",
  "method": "the ωB97M-V functional and the def2-TZVPD basis",
  "symbols": ["C", "C", "C", "C", "C", "C", "C", "H", "H", "H", "H", "H", "H", "H", "H", "C", "C", "H", "H", "H", "H", "H", "H"],
  "xyz": [[-1.912, 1.666, -1.242], [-1.435, 0.893, -0.034], [-1.680, -0.518, -0.054], [-1.355, -1.094, 1.164], [-0.794, -0.518, 2.249], [-0.440, 0.838, 2.280], [-0.848, 1.518, 1.071], [-2.549, 2.575, -0.821], [-2.346, 0.926, -1.942], [-1.100, 2.070, -1.728], [-1.961, -1.173, -0.942], [-1.601, -2.131, 1.139], [-0.864, -1.172, 3.063], [-0.110, 1.334, 3.199], [-0.708, 2.621, 1.036], [2.709, -0.489, -0.455], [2.172, -1.463, -1.684], [3.583, 0.039, -0.760], [2.005, 0.163, -0.087], [2.942, -1.049, 0.425], [2.224, -0.941, -2.628], [1.193, -1.796, -1.445], [2.876, -2.299, -1.804]],
  "mulliken_charge": [-1.242, 0.980, -0.538, -0.393, -0.508, -0.594, -0.328, 0.277, 0.323, 0.338, 0.232, 0.322, 0.412, 0.416, 0.293, -0.843, -0.760, 0.340, 0.195, 0.304, 0.274, 0.207, 0.292],
  "smiles": "Cc1ccccc1.CC",
  "molar_mass_da": 122.21,
  "homo_energy_ev": -9.0,
  "orbital_gap_ev": 10.008
}